94
Properties=species:S:1:pos:R:3 method="wB97M-V/def2-TZVPD" multiplicity=3 homo_lumo_gap_ev="6.64 / 6.62" relative_energy_kj_mol=0.0 lumo_ev="0.38 / -0.84" e_homo_ev="-6.256 / -7.459"
Ni -0.341 2.034 0.200
C -0.237 -6.934 0.790
C 0.743 -6.181 0.277
C 1.225 -6.050 -1.144
C 0.281 -6.547 -2.262
C -1.051 -5.837 -2.271
C -2.148 -6.103 -1.552
C -2.403 -7.180 -0.531
C -1.171 -7.885 0.080
C -1.710 3.590 -0.195
H -0.414 -6.836 1.861
H 1.291 -5.555 0.982
H 2.193 -6.564 -1.243
H 1.442 -4.987 -1.322
H 0.780 -6.360 -3.220
H 0.158 -7.629 -2.193
H -1.105 -4.975 -2.937
H -3.004 -5.447 -1.715
H -3.065 -7.943 -0.972
H -2.985 -6.730 0.286
H -1.539 -8.618 0.808
H -0.650 -8.459 -0.687
H -2.127 4.015 0.737
H -2.547 3.237 -0.830
H -1.171 4.391 -0.744
P -0.898 0.885 -1.721
P 1.164 0.310 0.509
N -2.530 0.319 -1.885
N -0.706 1.610 -3.303
N 0.589 -1.015 1.479
N 2.768 0.598 1.111
C 0.121 -0.678 -1.867
C 1.463 -0.515 -1.132
C -3.466 0.392 -0.847
C -4.585 -0.316 -1.235
C -4.333 -0.845 -2.545
C -3.064 -0.451 -2.923
C -1.264 2.841 -3.653
C -0.664 3.269 -4.821
C 0.315 2.289 -5.190
C 0.280 1.288 -4.238
C -0.293 -0.816 2.547
C -0.554 -2.043 3.124
C 0.185 -3.031 2.395
C 0.879 -2.381 1.393
C 3.726 -0.334 1.517
C 4.914 0.341 1.723
C 4.688 1.725 1.426
C 3.365 1.861 1.054
H 0.252 -0.973 -2.925
H -0.494 -1.457 -1.376
H 1.990 -1.480 -1.025
H 2.141 0.175 -1.671
H -3.222 0.947 0.062
H -5.497 -0.434 -0.648
H -5.019 -1.440 -3.152
H -2.494 -0.614 -3.839
H -2.050 3.282 -3.037
H -0.911 4.183 -5.365
H 0.963 2.309 -6.068
H 0.868 0.374 -4.145
H -0.647 0.191 2.771
H -1.215 -2.217 3.977
H 0.199 -4.108 2.582
H 1.547 -2.770 0.624
H 3.459 -1.382 1.658
H 5.848 -0.108 2.073
H 5.415 2.537 1.498
H 2.770 2.728 0.761
C -1.782 2.426 3.742
Si -0.354 3.488 3.161
C -1.145 5.200 3.278
C 1.018 3.335 4.428
N 0.322 3.227 1.482
C 1.093 4.275 0.846
C 1.314 4.180 -0.548
C 2.052 5.145 -1.237
C 2.595 6.226 -0.549
C 2.410 6.336 0.829
C 1.673 5.372 1.526
H -2.215 2.916 4.638
H -1.468 1.441 4.109
H -2.564 2.358 2.960
H -1.504 5.353 4.316
H -0.460 6.031 3.037
H -2.018 5.265 2.601
H 1.417 2.300 4.408
H 1.848 4.036 4.219
H 0.611 3.553 5.437
H 0.917 3.347 -1.111
H 2.202 5.048 -2.305
H 3.167 6.973 -1.084
H 2.843 7.174 1.360
H 1.583 5.504 2.586